(1)
This record from the OMol25 dataset describes 6 unconnected molecules or ions with the total composition C17H46O7. The level of theory is the ωB97M-V functional and the def2-TZVPD basis.

As for the max |F|: 0.289 Eh/bohr. The SMILES is CC(C)O.CC(C)O.CC(C)O.CC(C)O.CC(C)O.OCCO. For the gap between HOMO and LUMO, the calculation gives 0.380 Eh. Its energy relative to the best compared isomer or geometry (same formula, charge and spin) is 5.402 eV. The lowest unoccupied orbital energy is 0.482 eV. Its total charge is 0.

The geometry in XYZ format:
```
70
Properties=species:S:1:pos:R:3:mulliken_charge:R:1
C -4.449 -3.931 -2.467 -1.22
C -3.427 -4.762 -3.197 0.44
C -2.085 -4.862 -2.234 -1.24
O -3.990 -5.954 -3.429 -0.53
H -3.960 -2.976 -2.326 0.29
H -4.787 -4.408 -1.575 0.36
H -5.302 -3.801 -3.248 0.31
H -3.065 -4.207 -4.088 0.21
H -1.208 -5.231 -2.711 0.54
H -2.057 -5.646 -1.449 0.39
H -1.657 -3.997 -1.955 0.15
H -3.257 -6.439 -3.970 0.35
C -2.429 -0.948 0.217 -1.73
C -1.137 -1.281 0.869 1.25
C -0.778 -2.691 0.847 -1.28
O -0.112 -0.539 0.248 0.07
H -2.676 0.201 0.230 -0.04
H -3.051 -1.571 0.755 0.72
H -2.527 -1.370 -0.738 0.39
H -1.046 -1.213 1.845 0.14
H -1.438 -3.544 1.184 0.35
H 0.051 -2.747 1.614 0.29
H -0.642 -3.111 -0.279 -0.03
H 0.848 -0.594 0.513 0.07
C 2.310 1.752 1.689 -0.62
C 2.947 0.424 2.153 0.34
C 2.361 -0.155 3.440 -0.93
O 2.777 -0.515 1.173 -0.66
H 1.170 1.883 1.706 -0.23
H 2.672 2.090 0.774 0.25
H 2.513 2.706 2.374 0.35
H 3.963 0.561 2.119 0.58
H 2.501 0.515 4.366 0.31
H 2.757 -1.117 3.544 0.42
H 1.195 -0.190 3.186 -0.09
H 3.415 -0.286 0.554 0.07
C 2.804 0.659 -2.064 -0.96
C 4.336 0.549 -2.129 0.59
C 5.000 1.869 -2.177 -1.35
O 4.856 -0.170 -0.973 -0.55
H 2.305 0.819 -1.148 -0.25
H 2.287 -0.312 -1.991 0.43
H 2.494 1.186 -2.937 0.56
H 4.442 0.072 -3.015 0.35
H 4.716 2.538 -3.093 0.30
H 6.150 2.091 -2.026 0.28
H 4.788 2.561 -1.410 0.33
H 5.740 -0.546 -1.130 0.28
C -1.010 3.997 2.689 -0.80
C -1.836 2.772 3.351 0.40
C -1.198 1.420 3.594 -0.29
O -2.329 3.246 4.641 -0.55
H 0.039 4.354 3.243 0.18
H -1.446 4.950 2.432 0.41
H -0.769 3.722 1.752 0.01
H -2.672 2.730 2.574 0.12
H -0.736 0.993 2.675 -0.49
H -1.777 0.671 4.040 0.48
H -0.319 1.498 4.324 0.26
H -3.089 3.762 4.703 0.30
O -1.113 3.940 -1.398 -0.53
C -0.588 2.627 -1.305 -0.23
C -1.450 1.799 -2.279 -0.28
O -0.912 0.482 -2.397 -0.44
H -0.310 4.255 -1.679 0.47
H 0.401 2.647 -1.701 0.45
H -0.600 2.229 -0.248 -0.11
H -1.391 2.574 -3.192 0.25
H -2.599 1.731 -1.777 0.18
H -0.617 0.239 -1.681 0.19
```

(2)
This record from the OMol25 dataset describes a molecular structure, C17H47CaCl2KN6O14P3Si2. The level of theory is the ωB97M-V functional and the def2-TZVPD basis.

As for the max |F|: 0.157 Eh/bohr. For the gap between HOMO and LUMO, the calculation gives 0.056 Eh. The lowest unoccupied orbital energy is -1.273 eV. Its total charge is -1.

The geometry in XYZ format:
```
93
Properties=species:S:1:pos:R:3:mulliken_charge:R:1
C 7.490 -3.289 -0.215 -0.94
C 6.462 -1.992 -0.115 0.40
N 6.892 -0.827 -0.703 -0.68
C 5.027 -2.185 0.670 -0.39
Si 3.471 -1.870 -0.430 -0.29
C 1.905 -1.971 0.684 -0.38
C 1.068 -3.403 0.549 -0.52
C -0.015 -3.187 -0.663 -0.14
C -1.547 -3.094 0.001 -0.22
N -2.524 -3.609 -1.061 -0.43
C -2.456 -2.761 -2.325 0.23
N -2.936 -1.460 -2.423 -0.49
N -1.779 -3.436 -3.536 -0.63
C 3.360 -3.406 -1.648 0.17
P 4.751 -3.437 -2.958 0.58
O 5.490 -2.058 -3.186 -0.93
O 5.816 -4.772 -2.559 -0.52
O 3.956 -3.819 -4.499 -0.66
O 3.571 -0.445 -1.454 0.06
Si 3.187 1.034 -0.586 0.44
C 4.240 2.569 -1.076 -0.93
P 1.078 1.525 -1.134 0.80
O 0.990 2.965 -1.797 -0.63
O 0.593 0.389 -2.410 -0.42
O -0.034 1.270 0.185 -0.39
H 8.294 -3.298 0.660 0.32
H 8.093 -3.312 -1.229 0.24
H 6.915 -4.322 -0.126 0.23
H 6.172 -0.089 -0.537 0.29
H 4.990 -1.587 1.702 0.36
H 4.987 -3.333 0.993 0.21
H 2.281 -1.929 1.807 0.35
H 1.114 -1.124 0.520 0.18
H 1.760 -4.340 0.438 0.15
H 0.481 -3.514 1.576 0.46
H 0.158 -2.123 -1.165 0.03
H 0.046 -3.971 -1.530 0.28
H -1.611 -3.729 1.000 0.33
H -1.801 -1.958 0.247 -0.06
H -3.480 -3.606 -0.638 0.41
H -2.756 -1.126 -3.405 0.23
H -1.531 -4.422 -3.285 0.36
H -0.879 -2.938 -3.741 0.18
H 3.430 -4.407 -1.013 0.38
H 2.329 -3.349 -2.199 -0.16
H 5.384 -5.579 -3.006 0.33
H 3.088 -3.313 -4.570 0.22
H 3.365 0.842 0.862 -0.16
H 4.776 3.056 -0.131 0.29
H 3.558 3.433 -1.524 0.27
H 5.058 2.337 -1.886 0.28
H 1.439 0.058 -2.877 0.15
H -0.060 2.047 0.818 0.28
N 2.020 -0.940 -5.849 -1.19
H 1.842 0.068 -5.919 0.45
H 2.831 -1.103 -5.240 -0.17
H 1.196 -1.407 -5.454 0.28
H 2.213 -1.320 -6.783 0.64
O -5.150 0.824 1.520 -0.50
C -4.500 -0.147 0.863 0.10
C -4.656 -1.525 1.664 0.47
O -3.964 -2.486 1.035 -0.51
H -3.416 -0.011 0.709 0.10
H -4.836 -0.367 -0.165 0.23
H -5.745 -1.682 1.770 -0.47
H -4.370 -1.302 2.707 0.27
K 4.255 -0.657 -4.339 0.71
O 0.009 4.129 1.419 -0.79
P 1.255 5.016 1.572 0.68
O 2.507 4.213 1.183 -0.60
O 1.377 5.481 3.032 -0.82
O 1.127 6.243 0.653 -0.76
Cl -7.570 -2.778 3.909 -0.17
C -9.124 -2.402 3.123 -0.39
C -8.993 -2.302 1.612 -0.52
Cl -8.050 -0.877 1.110 -0.16
H -9.508 -1.474 3.556 0.30
H -9.814 -3.210 3.384 0.30
H -9.984 -2.201 1.159 0.34
H -8.515 -3.191 1.189 0.32
Ca -0.284 6.386 -0.479 1.35
C -4.380 8.267 4.927 -1.16
C -3.436 8.905 3.946 0.74
O -3.709 9.953 3.365 -0.69
N -2.244 8.288 3.705 -0.14
C -1.737 7.064 4.277 -0.72
H -5.284 8.877 5.011 0.28
H -4.666 7.271 4.579 0.33
H -3.912 8.207 5.913 0.33
H -1.667 8.781 3.033 0.20
H -0.796 7.291 4.783 0.28
H -1.544 6.364 3.460 0.23
H -2.434 6.615 4.985 0.31
```

(3)
This record from the OMol25 dataset describes 6 unconnected molecules or ions with the total composition C17H47ClO7PS. The level of theory is the ωB97M-V functional and the def2-TZVPD basis.

As for the max |F|: 0.011 Eh/bohr. For the gap between HOMO and LUMO, the calculation gives 0.288 Eh. The lowest unoccupied orbital energy is -4.018 eV. Its total charge is +1.

The geometry in XYZ format:
```
74
Properties=species:S:1:pos:R:3:mulliken_charge:R:1
C -0.327 1.464 -1.232 -0.79
O -0.857 0.528 -0.300 0.10
C -1.992 -0.209 -0.755 -0.59
C -1.934 -1.700 -0.427 -0.36
C -2.277 -1.983 1.036 -1.19
C -1.113 -1.618 1.983 0.97
C -1.552 -0.799 3.192 -0.95
C -0.435 -0.029 3.910 -0.74
S 0.710 0.699 2.697 0.25
P 0.775 2.882 3.190 0.30
O -0.557 3.069 2.320 -0.41
Cl 2.115 3.199 1.732 -0.08
H 0.647 1.133 -1.588 0.28
H -0.212 2.433 -0.740 0.18
H -1.001 1.598 -2.077 0.38
H -2.116 -0.072 -1.830 0.49
H -2.881 0.214 -0.270 0.13
H -0.959 -2.106 -0.710 0.18
H -2.676 -2.183 -1.066 0.22
H -2.567 -3.025 1.182 0.41
H -3.148 -1.366 1.281 0.43
H -0.619 -2.534 2.317 0.51
H -0.409 -1.037 1.391 -0.87
H -1.987 -1.462 3.947 0.36
H -2.339 -0.095 2.911 0.38
H 0.156 -0.607 4.621 0.45
H -0.853 0.812 4.473 0.48
H 1.912 0.236 3.070 0.24
H -1.199 3.582 2.826 0.36
C 2.233 -2.827 0.601 -0.81
C 2.904 -1.687 -0.140 0.08
O 1.944 -0.933 -0.888 -0.54
H 1.708 -3.482 -0.095 0.26
H 2.958 -3.421 1.159 0.46
H 1.490 -2.440 1.304 -0.04
H 3.626 -2.069 -0.859 0.37
H 3.437 -1.028 0.551 -0.01
H 1.298 -0.587 -0.264 0.14
C -4.860 -4.213 -4.365 -1.21
C -5.139 -2.907 -3.650 -0.07
O -3.965 -2.331 -3.068 -0.45
H -4.423 -4.936 -3.676 0.29
H -5.776 -4.633 -4.779 0.38
H -4.154 -4.063 -5.185 0.34
H -5.831 -3.059 -2.824 0.34
H -5.584 -2.179 -4.337 0.10
H -3.338 -2.168 -3.778 0.25
C 7.392 0.330 2.759 -0.95
C 6.717 -0.008 1.445 -0.33
O 5.285 -0.004 1.546 -0.38
H 7.092 -0.376 3.533 0.31
H 8.477 0.289 2.657 0.33
H 7.124 1.334 3.096 0.24
H 6.977 -1.015 1.124 0.35
H 7.030 0.687 0.659 0.26
H 5.022 0.882 1.808 0.17
C -7.981 0.312 -4.255 -0.83
C -6.885 1.347 -4.085 -0.24
O -6.080 1.098 -2.932 -0.49
H -8.622 0.285 -3.373 0.26
H -8.598 0.522 -5.129 0.33
H -7.544 -0.682 -4.379 0.17
H -7.309 2.339 -3.941 0.30
H -6.252 1.381 -4.978 0.25
H -5.677 0.231 -3.032 0.26
C 5.557 4.905 1.005 -0.81
C 6.472 4.098 1.902 -0.09
O 5.782 3.620 3.061 -0.49
H 5.135 5.747 1.553 0.26
H 6.084 5.286 0.130 0.36
H 4.728 4.284 0.652 0.11
H 7.292 4.707 2.275 0.33
H 6.905 3.255 1.351 0.11
H 5.046 3.085 2.757 0.21
```

Q: Number 2 is which compound?
A: C17H47CaCl2KN6O14P3Si2

Q: Which of these has the highest max |F|?
A: C17H46O7